(1)
Formula: C3H11N3S
Source: the OMol25 dataset
Level of theory: wB97M-V/def2-TZVPD

```
18
Properties=species:S:1:pos:R:3:forces:R:3
C -2.2136 0.5321 0.6267 -1.45 -0.25 -1.70
C -0.7472 -1.0730 0.2906 -0.64 1.99 -0.20
C 2.9190 -0.3315 -0.4941 0.57 -0.67 -3.07
N -2.0344 -0.6011 -0.0595 0.00 -0.32 1.13
N -0.5028 1.2653 0.0155 -0.81 3.89 0.84
N 0.1735 0.0825 -0.1879 3.08 0.15 -0.47
S 1.9213 0.1556 0.7839 -2.38 0.73 1.28
H -3.1233 1.1277 0.5288 0.38 0.21 -0.82
H -1.8828 0.5539 1.5959 0.86 -0.12 2.30
H -0.6347 -1.0532 1.3549 0.21 -0.25 0.61
H -0.3623 -1.9208 -0.1186 0.52 -2.63 -1.26
H 3.8865 -0.6151 -0.0163 -0.32 0.46 -0.38
H 2.9975 0.4086 -1.3936 0.29 -1.26 1.81
H 2.5032 -1.3140 -0.8201 0.68 0.47 -0.17
H -2.6293 -0.9323 -0.8105 0.22 0.10 -0.12
H -0.8573 1.7131 -0.8973 1.27 -0.31 1.85
H 0.0276 1.9149 0.7733 -1.54 -1.44 -2.60
H 0.5591 0.0874 -1.1716 -0.94 -0.75 0.98
```
Positions in Å, forces in eV/Å.

HOMO-LUMO gap in eV: 8.943
F_max in eV/Å: 4.06
Lowest unoccupied orbital energy in eV: -9.4
Spin multiplicity: 1
Net charge: +2
ΔE to the lowest compared entry with this formula, charge and spin in eV: 3.743
E in eV: -18573.34207

***

(2)
Formula: C18H44N2O10S
Source: the OMol25 dataset
Level of theory: wB97M-V/def2-TZVPD

```
75
Properties=species:S:1:pos:R:3:forces:R:3
C 5.0846 -2.5460 1.4479 -1.07 -0.25 -1.22
C 4.4806 -1.0068 1.4733 0.92 -0.01 1.77
O 4.4777 -0.3355 0.1643 -1.32 -2.07 0.39
C 3.5822 -0.9904 -0.8016 -1.19 -0.29 -0.68
C 1.9714 -0.9090 -0.3607 1.50 2.26 -0.65
O 1.4427 -2.2327 0.0181 -3.48 1.70 0.10
C -0.0029 -2.0875 0.2658 -3.36 -0.31 -0.24
C -1.2154 -2.7463 -0.6215 1.13 2.82 3.54
C -2.7983 -2.4360 -0.2173 0.97 2.15 3.41
C -3.2716 -1.5168 1.0628 3.74 -1.48 -2.11
C -2.0395 -0.8517 1.9761 0.08 0.23 0.29
N -2.2347 0.0410 3.1839 3.33 -2.99 -3.98
S -0.6139 0.4291 3.7472 -1.38 -3.19 -4.19
N 0.3766 -0.4550 2.6108 -3.82 -1.27 -2.31
C -0.4760 -1.1624 1.5757 -0.82 1.84 2.67
H 5.4407 -2.7389 0.3279 -0.43 0.36 2.55
H 4.2005 -3.3253 1.6231 2.02 1.65 -0.20
H 5.9573 -2.7311 2.2058 -1.78 0.49 -1.52
H 3.4280 -0.9542 2.0222 2.00 -0.25 -1.43
H 5.2182 -0.3833 2.1708 -1.62 -1.08 -1.76
H 3.7962 -2.1248 -0.9910 -0.09 1.99 0.56
H 3.7248 -0.4327 -1.8311 -0.33 -1.02 2.27
H 1.3836 -0.4348 -1.2661 0.97 -1.29 1.72
H 1.9399 -0.1105 0.5117 -0.21 -1.89 -1.52
H -0.9835 -3.4267 -1.5450 -0.50 1.52 2.11
H -3.6477 -2.9131 -0.8754 2.02 1.19 1.47
H -4.4034 -1.3134 1.3598 2.81 -0.57 -0.88
C 2.2754 3.2014 4.7869 -0.11 -0.06 -0.25
O 2.7150 1.8725 4.9996 -0.07 -0.51 -0.13
H 2.7345 3.8516 5.5353 -0.13 -0.10 -0.20
H 2.5752 3.5299 3.7887 -0.09 0.25 0.04
H 1.1881 3.2467 4.8857 -0.01 0.30 -0.01
H 2.2916 1.3193 4.3213 0.36 0.17 0.38
C -1.9202 -1.0094 7.7320 0.04 0.11 -0.21
O -1.9448 -1.7655 6.5353 0.04 0.07 -0.44
H -2.0686 -1.6817 8.5802 0.02 0.04 -0.20
H -0.9525 -0.5112 7.8295 -0.04 0.11 0.26
H -2.7232 -0.2683 7.7124 0.03 0.10 0.26
H -1.8108 -1.1425 5.8008 -0.12 -0.46 0.29
C -6.6128 -3.0022 -2.2445 -0.15 0.16 -0.14
O -5.4430 -2.2082 -2.1705 0.15 0.43 -0.19
H -6.4296 -3.9529 -1.7384 0.04 0.17 -0.04
H -7.4386 -2.4829 -1.7520 -0.16 -0.24 -0.03
H -6.8603 -3.1913 -3.2920 -0.20 -0.17 0.07
H -5.6358 -1.3719 -2.6276 0.27 -0.44 0.31
C 2.4048 1.6119 -4.3071 -0.06 0.08 -0.39
O 2.8450 0.2988 -4.0133 0.38 -0.64 -0.15
H 1.9460 2.0412 -3.4132 0.09 -0.15 -0.08
H 3.2585 2.2251 -4.6061 -0.11 0.23 0.03
H 1.6669 1.5782 -5.1124 0.03 0.32 0.14
H 3.2473 -0.0559 -4.8244 -0.25 0.13 0.54
C 4.6255 4.4417 8.2718 0.01 -0.16 -0.12
O 3.2990 4.0676 7.9481 -0.24 -0.30 -0.30
H 4.5976 5.2435 9.0134 -0.09 -0.14 -0.13
H 5.1563 3.5819 8.6878 0.23 0.15 0.05
H 5.1345 4.7975 7.3726 0.24 0.07 0.13
H 3.3558 3.3552 7.2887 -0.10 0.27 0.48
C -1.0842 3.5054 -6.0518 -0.38 -0.09 -0.06
O -0.3750 2.2808 -6.0083 0.01 -0.67 0.16
H -0.4211 4.2867 -6.4304 0.01 -0.18 0.08
H -1.9444 3.4059 -6.7183 0.08 0.29 0.17
H -1.4182 3.7700 -5.0454 -0.07 0.26 -0.05
H -0.9885 1.6071 -5.6687 0.42 0.35 -0.23
C -2.3404 -6.5855 -2.0532 -0.17 -0.10 -0.05
O -2.5571 -5.1928 -1.9198 -0.46 0.35 -0.11
H -1.2927 -6.8046 -1.8339 -0.17 0.14 -0.01
H -2.9783 -7.1237 -1.3480 0.12 -0.22 -0.06
H -2.5685 -6.8943 -3.0763 0.09 -0.25 0.04
H -3.4944 -5.0289 -2.1203 0.56 0.01 0.10
C -2.8579 5.3323 -8.8089 -0.17 0.10 -0.09
O -3.4545 4.3381 -7.9965 -0.69 -0.15 0.07
H -1.7716 5.2636 -8.7143 -0.19 -0.07 0.05
H -3.1416 5.1707 -9.8517 0.17 0.19 -0.08
H -3.1884 6.3203 -8.4791 0.17 0.12 -0.17
H -4.4175 4.4236 -8.1010 0.55 -0.13 0.12
```
Positions in Å, forces in eV/Å.

Structure (SMILES): CCOCCOc1cccc2nsnc12.CO.CO.CO.CO.CO.CO.CO.CO
HOMO-LUMO gap in eV: 6.908
F_max in eV/Å: 5.99
Lowest unoccupied orbital energy in eV: -1.3
Spin multiplicity: 1
E in eV: -53653.94020

***

(3)
Formula: C19H25N3O2S
Source: the OMol25 dataset
Level of theory: wB97M-V/def2-TZVPD

```
50
Properties=species:S:1:pos:R:3:forces:R:3
N -3.7989 -1.9027 -2.6585 0.99 0.35 0.20
O -5.1053 -2.4056 -2.3696 0.45 1.16 0.96
O 2.3659 -1.5727 0.8840 0.92 0.61 0.53
S -1.4348 1.1563 -1.4972 0.80 -0.67 -0.71
C -1.1200 -0.8230 -3.1358 1.42 0.52 0.17
C 0.1555 -0.0593 -3.1593 -2.40 0.21 1.23
C -2.0312 -0.3380 -2.2345 0.47 0.28 -0.46
C 0.1305 1.0594 -2.3396 -1.05 -2.11 -0.42
C -3.3623 -0.9021 -1.9197 -2.80 -1.19 -0.74
C 3.4622 -1.0904 4.3843 -1.01 0.15 -0.66
C 2.2340 -0.7725 4.9897 -0.67 -0.79 -2.51
C 3.4811 -1.3982 3.0155 -0.65 0.26 0.95
C 1.0334 -0.8237 4.2036 1.83 0.85 0.83
C 2.3207 -1.3084 2.2472 0.09 -0.46 -0.25
C 1.0861 -0.9826 2.8003 -1.17 -0.02 1.25
N -0.1330 -0.8841 2.0963 0.20 -1.45 -0.37
N -2.7481 -0.8760 0.9363 0.74 -0.95 -0.59
C 2.9699 -0.4707 0.2168 -0.89 -0.73 -2.57
C 1.2845 1.9456 -2.0548 0.75 0.18 -0.50
C -4.2688 -0.3193 -0.8184 0.80 -0.43 -0.84
C -4.1065 -1.1256 0.4406 0.90 0.20 0.49
C -0.3959 -1.7140 0.8705 0.50 1.44 0.49
C -1.0140 0.2647 2.2264 -1.10 -0.46 0.14
C -1.8475 -2.0456 0.7443 -1.41 0.17 0.79
C -2.5150 -0.1952 2.2137 0.75 0.05 -1.20
H -5.2672 -3.2360 -2.8497 0.98 0.62 -0.16
H -1.2982 -1.7216 -3.7435 0.08 0.50 0.44
H 1.0296 -0.3885 -3.6794 0.30 -0.02 -0.34
H 4.3896 -1.0883 4.9344 0.02 -0.07 0.18
H 2.2084 -0.5636 6.0215 -0.23 0.22 1.06
H 4.4083 -1.7107 2.5800 0.27 -0.04 -0.45
H 0.0838 -0.6041 4.6926 0.19 -0.16 -0.22
H 2.2050 0.2775 -0.0359 0.12 0.00 0.33
H 3.7926 -0.0090 0.7053 0.63 0.20 0.85
H 3.3376 -0.8501 -0.7706 -0.23 0.19 0.76
H 2.2464 1.5173 -2.4374 -0.95 0.20 0.10
H 1.4396 2.0867 -0.9947 -0.13 0.24 0.32
H 1.1376 2.9141 -2.5366 0.14 0.11 0.16
H -3.9727 0.7045 -0.6112 -0.17 0.19 -0.01
H -5.3100 -0.3893 -1.0823 -0.35 0.22 -0.66
H -4.3229 -2.1899 0.2295 0.23 0.36 0.30
H -4.8320 -0.7577 1.1442 -0.41 0.00 0.58
H 0.0001 -1.1750 0.0074 -0.25 0.00 -0.31
H 0.0882 -2.6732 0.8878 0.70 -0.19 0.44
H -0.8665 0.8625 3.1287 0.42 -0.37 0.02
H -0.8403 0.8987 1.3730 -0.16 0.61 -0.46
H -2.0856 -2.7715 1.5517 0.09 -0.05 -0.20
H -2.0385 -2.5762 -0.2159 0.04 0.67 0.49
H -2.6419 -0.8771 3.0436 -0.23 -0.29 0.64
H -3.2109 0.6598 2.3112 0.41 -0.34 -0.07
```
Positions in Å, forces in eV/Å.

Structure (SMILES): COc1ccccc1N1CCN(CC/C(=N\O)c2ccc(C)s2)CC1
HOMO-LUMO gap in eV: 8.083
F_max in eV/Å: 3.13
Lowest unoccupied orbital energy in eV: 0.5
Spin multiplicity: 1
ΔE to the lowest compared entry with this formula, charge and spin in eV: 5.394
E in eV: -39505.74147